Molecular formula: C26H59GeIrO4PSSi3
Method: DFT, ωB97M-V/def2-TZVPD

The energy is -5115.537122 hartree. The calculation puts the HOMO energy at -0.5979 hartree. As for the net charge: +3. The value obtained for the energy relative to the best compared isomer or geometry (same formula, charge and spin) is 1.97 kcal per mole. Its largest force on an atom is 0.6 eV/Å.

Each line ends with the Löwdin charge.
Cartesian coordinates (Å):
Ir -0.034 0.636 0.736  0.88
C 1.243 0.923 2.461  -0.30
C 1.225 2.127 1.660  -0.35
C 1.761 1.752 0.386  -0.32
C 2.250 0.378 0.458  -0.24
C 1.944 -0.122 1.732  -0.24
C 2.335 -1.430 2.330  0.01
C 3.033 -0.262 -0.629  0.01
C 1.997 2.668 -0.758  0.01
C 1.020 3.532 2.150  0.00
C 0.811 0.825 3.877  0.01
H 1.476 -1.991 2.691  0.08
H 2.988 -1.247 3.187  0.12
H 2.872 -2.043 1.614  0.07
H 2.582 -0.091 -1.606  0.10
H 3.143 -1.329 -0.480  0.04
H 4.031 0.186 -0.645  0.12
H 1.784 2.186 -1.712  0.10
H 3.052 2.959 -0.766  0.13
H 1.396 3.572 -0.677  0.07
H 0.219 4.075 1.640  0.04
H 1.938 4.099 1.987  0.12
H 0.807 3.546 3.216  0.09
H 0.381 -0.152 4.099  0.10
H 0.094 1.602 4.137  0.08
H 1.686 0.945 4.523  0.13
O 0.956 -2.582 -0.261  -0.61
S 1.844 -3.592 -0.976  0.99
C 2.586 -4.643 0.320  -0.30
C 2.282 -6.094 -0.033  -0.21
C 0.857 -6.092 -0.577  -0.21
C 0.829 -4.970 -1.607  -0.30
H 2.077 -4.334 1.236  0.09
H 3.648 -4.416 0.398  0.10
H 2.401 -6.736 0.839  0.13
H 2.975 -6.453 -0.796  0.13
H 0.145 -5.893 0.228  0.11
H 0.584 -7.045 -1.027  0.13
H -0.156 -4.566 -1.829  0.07
H 1.300 -5.274 -2.543  0.10
C -4.815 3.063 2.393  -0.20
Si -3.026 2.751 2.805  0.36
C -2.247 4.301 3.490  -0.19
C -2.862 1.285 3.960  -0.21
Ge -1.703 2.352 0.744  0.84
Si -1.786 4.105 -1.025  0.37
C -0.898 5.585 -0.330  -0.20
C -3.598 4.492 -1.243  -0.20
C -0.977 3.447 -2.578  -0.21
Si -4.325 -0.139 -1.519  0.57
C -5.415 1.120 -0.725  -0.14
C -5.148 -1.764 -1.810  -0.13
C -3.375 0.623 -2.912  -0.12
H -5.269 3.393 3.334  0.06
H -5.366 2.180 2.070  0.02
H -4.973 3.859 1.666  0.03
H -2.990 4.779 4.135  0.06
H -1.974 5.032 2.727  0.02
H -1.372 4.097 4.108  0.03
H -2.628 1.639 4.967  0.05
H -2.085 0.577 3.670  0.00
H -3.808 0.744 4.028  0.04
H -1.350 5.968 0.586  0.04
H -1.002 6.372 -1.085  0.06
H 0.172 5.447 -0.171  0.02
H -4.188 4.351 -0.337  0.01
H -4.053 3.907 -2.044  0.03
H -3.688 5.545 -1.523  0.06
H -0.727 2.387 -2.527  0.01
H -0.059 3.999 -2.791  0.04
H -1.645 3.592 -3.430  0.05
H -6.074 0.729 0.049  0.06
H -6.059 1.510 -1.522  0.08
H -4.859 1.976 -0.332  0.02
H -6.044 -1.863 -1.196  0.06
H -4.505 -2.620 -1.596  0.04
H -5.464 -1.844 -2.854  0.06
H -3.559 1.699 -2.920  0.03
H -3.756 0.230 -3.858  0.07
H -2.299 0.467 -2.896  0.03
C -3.724 -0.706 1.142  -0.05
O -3.091 -0.533 -0.173  -0.45
P -1.376 -1.102 -0.188  0.71
O -1.732 -2.499 0.411  -0.30
C -1.240 -3.032 1.668  -0.03
O -1.196 -1.250 -1.717  -0.32
C -1.675 -2.314 -2.588  -0.02
H -2.951 -0.878 1.886  0.07
H -4.402 -1.555 1.103  0.12
H -4.253 0.210 1.387  0.06
H -0.318 -2.530 1.940  0.05
H -1.050 -4.087 1.503  0.10
H -2.014 -2.907 2.422  0.10
H -2.586 -1.982 -3.077  0.08
H -1.857 -3.216 -2.011  0.09
H -0.896 -2.472 -3.326  0.11


Molecular formula: C26H60Br2N8O8
Method: DFT, ωB97M-V/def2-TZVPD

The energy is -7214.559359 hartree. As for the SMILES: CN(C)C=O.CN(C)C=O.CN(C)C=O.CN(C)C=O.CN(C)C=O.CN(C)C=O.CN(C)C=O.CN(C)C=O.BrCCBr. The calculation puts the HOMO energy at -0.3158 hartree. The value obtained for the energy relative to the best compared isomer or geometry (same formula, charge and spin) is 138.97 kcal per mole. Its largest force on an atom is 4.3 eV/Å.

Each line ends with the Löwdin charge.
Cartesian coordinates (Å):
Br -1.392 -0.563 2.277  0.65
C -1.196 -0.161 0.328  -0.60
C 0.027 0.782 -0.116  -0.57
Br 0.033 0.792 -2.084  0.78
H -2.097 0.317 -0.056  0.02
H -1.240 -1.126 -0.177  0.04
H 0.910 0.204 0.157  0.01
H 0.106 1.801 0.264  0.01
C 1.283 -1.490 -4.853  -0.34
O 1.541 -0.771 -5.826  -0.02
N 0.947 -2.829 -4.821  -0.14
C 0.650 -3.790 -3.667  -0.02
C 0.635 -3.466 -6.109  -0.07
H 1.416 -1.047 -3.853  0.08
H 1.254 -3.509 -2.805  0.05
H 0.983 -4.823 -3.764  0.08
H -0.434 -3.889 -3.618  0.07
H 0.325 -2.705 -6.826  0.07
H 1.604 -3.787 -6.492  0.09
H -0.177 -4.189 -6.036  0.09
C 1.956 -0.734 3.528  -0.38
O 2.565 -0.480 2.508  -0.01
N 2.017 0.026 4.622  -0.17
C 1.463 -0.427 5.894  -0.05
C 2.643 1.344 4.590  -0.04
H 1.482 -1.716 3.681  0.12
H 0.560 0.097 6.207  0.09
H 2.191 -0.649 6.675  0.09
H 1.029 -1.406 5.689  0.08
H 3.108 1.584 3.634  0.06
H 2.036 2.243 4.695  0.09
H 3.450 1.388 5.322  0.09
C 0.144 -3.981 1.698  -0.35
O -0.234 -3.591 2.792  -0.05
N 0.065 -5.250 1.339  -0.19
C 0.698 -5.529 0.106  -0.08
C -0.329 -6.410 2.109  -0.03
H 0.434 -3.265 0.914  0.12
H 0.182 -6.288 -0.482  0.09
H 1.666 -5.963 0.359  0.09
H 0.907 -4.737 -0.612  0.07
H -0.802 -5.993 2.998  0.09
H -1.112 -7.026 1.667  0.09
H 0.543 -7.025 2.329  0.09
C -5.000 2.361 0.047  -0.31
O -4.281 2.205 -0.977  -0.05
N -5.289 1.403 0.931  -0.19
C -5.004 0.024 0.870  -0.07
C -6.258 1.686 1.981  -0.06
H -5.221 3.384 0.389  0.13
H -5.967 -0.473 0.993  0.09
H -4.286 -0.206 1.657  0.05
H -4.562 -0.410 -0.026  0.09
H -6.585 2.717 1.844  0.08
H -7.127 1.047 1.826  0.09
H -5.829 1.584 2.978  0.09
C -3.293 3.478 2.953  -0.33
O -4.459 3.795 3.243  -0.03
N -2.447 4.312 2.306  -0.16
C -1.087 3.755 1.928  -0.03
C -2.863 5.665 1.895  -0.04
H -2.807 2.567 3.334  0.13
H -0.339 4.525 2.117  0.07
H -1.121 3.375 0.907  0.08
H -0.793 2.877 2.504  0.07
H -3.817 5.618 1.370  0.08
H -2.974 6.393 2.698  0.09
H -2.122 6.023 1.180  0.08
C 3.153 3.243 1.306  -0.33
O 1.990 2.933 1.226  0.02
N 3.601 4.510 1.465  -0.20
C 5.010 4.748 1.671  -0.06
C 2.759 5.635 1.465  -0.06
H 3.972 2.508 1.279  0.14
H 5.199 5.065 2.697  0.09
H 5.287 5.662 1.145  0.08
H 5.688 3.940 1.397  0.09
H 2.781 6.115 2.443  0.10
H 3.140 6.379 0.764  0.09
H 1.736 5.498 1.114  0.09
C 2.498 -1.993 -0.515  -0.29
O 1.402 -1.796 -1.078  -0.09
N 3.544 -1.204 -0.864  -0.17
C 4.927 -1.384 -0.285  -0.03
C 3.338 -0.047 -1.611  -0.10
H 2.693 -2.738 0.271  0.14
H 5.240 -2.370 0.058  0.08
H 5.211 -0.745 0.551  0.08
H 5.558 -1.294 -1.169  0.08
H 4.219 0.243 -2.184  0.10
H 2.595 -0.120 -2.405  0.02
H 2.887 0.702 -0.961  0.08
C -2.384 -1.605 -3.660  -0.38
O -2.780 -2.721 -3.427  0.00
N -2.129 -1.167 -4.883  -0.16
C -1.617 0.154 -5.104  -0.09
C -2.643 -1.939 -6.057  -0.03
H -2.173 -0.898 -2.842  0.10
H -2.304 0.512 -5.872  0.08
H -0.657 0.302 -5.599  0.08
H -1.809 0.846 -4.285  0.06
H -1.939 -1.835 -6.883  0.08
H -2.648 -3.012 -5.862  0.07
H -3.654 -1.793 -6.437  0.09